{"formula": "C29H27Cl7IrNO3S2", "method": "ωB97M-V with the def2-TZVPD basis set", "gap_ev": [7.63, 4.41], "s2": 0.772, "multiplicity": 2, "charge": 3, "de_lowest_kcal_mol": 0.0, "e_homo_ev": [-16.5, -16.5], "species": ["Ir", "O", "C", "C", "C", "C", "C", "C", "N", "H", "H", "H", "H", "H", "H", "H", "Cl", "C", "C", "C", "Cl", "C", "Cl", "C", "Cl", "C", "Cl", "O", "S", "C", "C", "C", "C", "S", "O", "C", "C", "C", "C", "C", "C", "C", "C", "C", "C", "C", "C", "H", "H", "H", "H", "H", "H", "H", "H", "H", "H", "H", "H", "H", "H", "H", "H", "H", "H", "Cl", "C", "Cl", "H", "H"], "coordinates": [[0.059, 1.050, -1.073], [0.108, 1.257, 0.961], [-1.154, 1.762, 1.486], [-1.849, 2.587, 0.441], [-2.876, 3.457, 0.751], [-3.522, 4.133, -0.273], [-3.118, 3.919, -1.584], [-2.080, 3.047, -1.828], [-1.455, 2.392, -0.832], [0.839, 1.863, 1.194], [-0.951, 2.329, 2.393], [-1.747, 0.882, 1.737], [-3.164, 3.601, 1.784], [-4.330, 4.818, -0.051], [-3.597, 4.421, -2.412], [-1.734, 2.853, -2.832], [0.226, 1.101, -3.484], [1.266, 2.443, -2.995], [1.253, 2.495, -1.586], [1.925, 3.585, -0.989], [1.812, 3.836, 0.708], [2.653, 4.466, -1.764], [3.504, 5.745, -1.057], [2.686, 4.312, -3.191], [3.567, 5.365, -4.127], [1.939, 3.266, -3.835], [1.898, 3.084, -5.514], [-1.259, -0.585, -0.713], [-2.602, -1.252, -1.065], [-2.117, -2.922, -1.559], [-1.335, -3.781, -0.571], [0.008, -3.224, -0.092], [1.052, -3.087, -1.197], [2.241, -1.737, -0.982], [1.397, -0.487, -1.259], [2.645, -1.900, 0.730], [3.722, -2.744, 0.968], [4.089, -3.008, 2.280], [3.405, -2.404, 3.325], [2.343, -1.543, 3.069], [1.947, -1.295, 1.765], [-3.445, -1.505, 0.468], [-4.828, -1.610, 0.382], [-5.556, -1.854, 1.539], [-4.903, -1.961, 2.758], [-3.519, -1.828, 2.834], [-2.778, -1.606, 1.685], [-1.581, -2.753, -2.497], [-3.066, -3.396, -1.821], [-1.187, -4.747, -1.061], [-1.961, -3.986, 0.300], [0.397, -3.881, 0.686], [-0.150, -2.254, 0.369], [0.625, -2.868, -2.178], [1.670, -3.981, -1.306], [4.278, -3.182, 0.147], [4.920, -3.669, 2.483], [3.706, -2.598, 4.346], [1.821, -1.073, 3.892], [1.112, -0.641, 1.555], [-5.334, -1.509, -0.572], [-6.631, -1.951, 1.486], [-5.474, -2.147, 3.658], [-3.020, -1.916, 3.790], [-1.700, -1.517, 1.736], [4.260, 1.425, 0.233], [5.884, 0.941, -0.375], [6.347, -0.647, 0.195], [6.586, 1.677, -0.003], [5.834, 0.936, -1.456]]}


{"formula": "C4H11NO2", "method": "ωB97M-V with the def2-TZVPD basis set", "gap_ev": 10.04, "multiplicity": 1, "charge": 0, "de_lowest_kcal_mol": 37.7, "smiles": "C[C@H](O)CNCO", "e_homo_ev": -9.2, "species": ["C", "C", "O", "C", "N", "C", "O", "H", "H", "H", "H", "H", "H", "H", "H", "H", "H", "H"], "coordinates": [[1.116, -0.811, 2.039], [0.608, 0.177, 0.991], [-0.005, 1.227, 1.739], [-0.477, -0.423, 0.086], [-0.930, 0.645, -0.827], [-0.448, 0.685, -2.172], [-1.203, -0.167, -3.081], [1.661, -1.650, 1.591], [1.743, -0.330, 2.793], [0.297, -1.260, 2.603], [1.419, 0.554, 0.361], [0.664, 1.866, 2.055], [0.048, -1.232, -0.453], [-1.324, -0.934, 0.530], [-1.941, 0.627, -0.891], [0.583, 0.318, -2.152], [-0.465, 1.648, -2.677], [-1.347, -0.940, -2.534]]}


{"formula": "C21H58N3O10Zn", "method": "ωB97M-V with the def2-TZVPD basis set", "gap_ev": 7.74, "multiplicity": 1, "charge": 1, "e_homo_ev": -10.9, "species": ["Zn", "O", "C", "O", "O", "H", "C", "C", "C", "O", "H", "H", "H", "H", "H", "H", "H", "H", "C", "C", "C", "O", "H", "H", "H", "H", "H", "H", "H", "H", "C", "C", "C", "O", "C", "N", "H", "H", "H", "H", "H", "H", "H", "H", "H", "H", "H", "C", "C", "C", "O", "C", "N", "H", "H", "H", "H", "H", "H", "H", "H", "H", "H", "H", "C", "C", "C", "O", "C", "N", "H", "H", "H", "H", "H", "H", "H", "H", "H", "H", "H", "C", "O", "H", "H", "H", "H", "C", "O", "H", "H", "H", "H"], "coordinates": [[1.348, 2.579, -1.487], [-0.577, -0.549, 0.380], [0.329, 0.444, 0.690], [0.489, 1.401, -0.096], [1.006, 0.204, 1.715], [-0.381, -1.098, 1.166], [4.183, -0.965, 3.085], [4.416, 0.553, 3.009], [5.867, 0.986, 2.899], [3.782, 1.120, 1.853], [3.119, -1.181, 2.990], [4.496, -1.296, 4.075], [4.684, -1.470, 2.256], [3.942, 0.915, 3.928], [6.275, 0.589, 1.966], [6.388, 0.455, 3.697], [5.932, 2.069, 2.866], [2.824, 0.997, 1.932], [-2.000, -3.090, -3.461], [-1.987, -2.936, -1.929], [-0.645, -3.335, -1.320], [-2.140, -1.543, -1.700], [-2.994, -2.886, -3.854], [-1.699, -4.095, -3.779], [-1.240, -2.505, -3.988], [-2.756, -3.620, -1.557], [0.110, -2.589, -1.576], [-0.291, -4.297, -1.695], [-0.691, -3.385, -0.231], [-1.479, -1.215, -1.074], [0.504, 4.834, -5.110], [0.474, 4.347, -3.673], [-0.647, 3.333, -3.465], [-0.617, 2.819, -2.138], [-1.855, 2.230, -1.741], [1.767, 3.600, -3.397], [1.130, 5.709, -5.275], [-0.457, 5.204, -5.484], [0.712, 3.994, -5.776], [0.372, 5.124, -2.916], [-0.664, 2.516, -4.190], [-1.531, 3.937, -3.696], [-1.989, 2.057, -0.679], [-2.002, 1.299, -2.294], [-2.692, 2.865, -2.045], [2.504, 4.285, -3.227], [2.004, 3.269, -4.330], [-2.922, -3.142, 1.521], [-3.818, -3.318, 2.744], [-5.295, -3.063, 2.375], [-5.368, -1.757, 1.839], [-6.683, -1.352, 1.534], [-3.690, -4.632, 3.357], [-2.910, -2.199, 0.976], [-3.076, -3.994, 0.855], [-1.910, -3.243, 1.935], [-3.550, -2.554, 3.476], [-6.005, -3.253, 3.185], [-5.595, -3.756, 1.574], [-6.624, -0.290, 1.296], [-7.364, -1.596, 2.354], [-7.109, -1.818, 0.635], [-4.043, -5.349, 2.728], [-2.695, -4.834, 3.417], [5.288, 0.853, -1.513], [3.860, 1.251, -1.906], [2.844, 0.120, -2.167], [1.596, 0.728, -2.610], [0.877, -0.157, -3.446], [3.291, 2.199, -0.938], [5.285, 0.326, -0.554], [5.888, 1.741, -1.329], [5.689, 0.136, -2.228], [3.874, 1.908, -2.789], [2.716, -0.397, -1.213], [3.263, -0.517, -2.942], [-0.089, 0.259, -3.738], [0.670, -1.123, -2.986], [1.363, -0.299, -4.417], [3.857, 2.978, -0.595], [3.466, 1.665, -0.064], [-2.798, 0.236, 3.348], [-4.184, 0.140, 3.652], [-2.213, -0.218, 4.151], [-2.491, -0.147, 2.376], [-2.543, 1.299, 3.439], [-4.677, -0.092, 2.853], [1.111, 1.215, 4.976], [0.954, -0.161, 4.608], [2.124, 1.339, 5.367], [1.026, 1.876, 4.114], [0.426, 1.487, 5.776], [0.858, -0.175, 3.648]]}


{"formula": "C31H58Cl3N14O2SV", "method": "ωB97M-V with the def2-TZVPD basis set", "gap_ev": [6.42, 6.85], "s2": 3.771, "multiplicity": 4, "charge": 1, "de_lowest_kcal_mol": 5.2, "e_homo_ev": [-9.3, -10.1], "species": ["V", "C", "N", "C", "C", "N", "C", "C", "N", "C", "C", "N", "C", "N", "C", "C", "N", "C", "C", "C", "C", "N", "C", "N", "C", "C", "N", "C", "C", "N", "C", "C", "H", "H", "H", "H", "H", "H", "H", "H", "H", "H", "H", "H", "H", "H", "H", "H", "H", "H", "H", "H", "H", "H", "H", "H", "H", "H", "H", "H", "H", "H", "H", "H", "H", "H", "H", "H", "H", "H", "H", "H", "H", "H", "H", "H", "H", "H", "H", "H", "C", "C", "N", "N", "C", "N", "S", "C", "C", "C", "C", "C", "N", "H", "H", "H", "H", "H", "H", "H", "H", "H", "H", "Cl", "C", "Cl", "Cl", "C", "O", "O"], "coordinates": [[1.063, -0.158, 0.814], [1.291, 4.577, -0.499], [1.447, 4.323, 0.922], [1.574, 5.480, 1.776], [1.727, 3.044, 1.377], [0.927, 2.041, 1.116], [-0.366, 2.396, 0.515], [-1.461, 1.465, 0.996], [-1.225, 0.077, 0.546], [-1.949, -0.849, 1.475], [-1.488, -2.305, 1.542], [-1.308, -2.917, 0.253], [-1.484, -4.180, 0.112], [-1.625, -4.705, -1.155], [-0.989, -5.954, -1.520], [-1.873, -3.804, -2.259], [-1.556, -5.114, 1.134], [-0.710, -5.016, 2.296], [-2.532, -6.185, 1.136], [-1.832, -0.125, -0.831], [-1.820, 1.005, -1.862], [-0.533, 1.260, -2.482], [-0.471, 2.128, -3.437], [0.611, 2.166, -4.289], [1.537, 1.051, -4.293], [1.256, 3.446, -4.537], [-1.491, 3.025, -3.769], [-1.762, 3.366, -5.151], [-1.959, 4.003, -2.810], [2.893, 2.927, 2.063], [3.179, 1.854, 2.993], [3.965, 3.897, 1.891], [2.118, 5.197, -0.863], [0.355, 5.107, -0.706], [1.311, 3.639, -1.047], [0.636, 6.044, 1.780], [2.370, 6.158, 1.448], [1.786, 5.171, 2.798], [-0.255, 2.299, -0.566], [-0.645, 3.430, 0.734], [-2.444, 1.821, 0.665], [-1.490, 1.472, 2.085], [-3.017, -0.815, 1.229], [-1.850, -0.443, 2.484], [-2.233, -2.832, 2.157], [-0.558, -2.331, 2.115], [-0.600, -6.453, -0.636], [-0.153, -5.768, -2.205], [-1.691, -6.627, -2.019], [-2.520, -2.995, -1.930], [-0.948, -3.363, -2.649], [-2.366, -4.354, -3.062], [0.107, -4.328, 2.090], [-0.283, -5.999, 2.520], [-1.237, -4.668, 3.192], [-3.141, -6.127, 0.239], [-3.190, -6.102, 2.007], [-2.051, -7.168, 1.168], [-2.894, -0.338, -0.653], [-1.396, -1.029, -1.236], [-2.294, 1.891, -1.435], [-2.530, 0.666, -2.630], [0.981, 0.119, -4.250], [2.221, 1.092, -3.443], [2.113, 1.089, -5.220], [0.583, 4.268, -4.310], [1.563, 3.527, -5.581], [2.146, 3.547, -3.904], [-1.378, 2.588, -5.805], [-1.317, 4.322, -5.450], [-2.842, 3.443, -5.296], [-1.490, 3.845, -1.845], [-3.046, 3.966, -2.686], [-1.695, 5.015, -3.143], [2.766, 2.058, 3.986], [4.259, 1.756, 3.082], [2.807, 0.910, 2.618], [3.795, 4.502, 1.006], [4.902, 3.359, 1.750], [4.066, 4.552, 2.760], [3.064, -3.601, 2.563], [2.187, -2.417, 2.306], [1.871, -2.031, 1.106], [2.359, -2.753, 0.065], [2.086, -2.378, -1.213], [2.579, -3.214, -2.154], [1.182, -1.045, -1.615], [1.587, -1.605, 3.359], [1.622, -1.952, 4.709], [0.983, -1.151, 5.632], [0.340, -0.002, 5.189], [0.368, 0.292, 3.843], [0.954, -0.491, 2.928], [4.067, -3.427, 2.160], [3.182, -3.804, 3.621], [2.660, -4.505, 2.099], [3.040, -3.473, 0.256], [3.291, -3.890, -1.927], [2.576, -2.870, -3.099], [2.135, -2.845, 5.032], [0.992, -1.411, 6.681], [-0.160, 0.667, 5.874], [-0.059, 1.208, 3.462], [6.009, 0.958, 0.633], [5.023, 0.709, -0.826], [5.156, -1.003, -1.315], [5.634, 1.717, -2.128], [3.523, 1.037, -0.479], [2.986, 1.961, -1.057], [3.057, 0.238, 0.386]]}


- What is the charge in the second record?
  0


- Which of these has the lowest charge?
  C4H11NO2


- Which of these has the highest charge?
  C29H27Cl7IrNO3S2


- Look up the charge of the second one.
  0